[1]
{
  "formula": "C30H55BeN4OP2S",
  "method": "ωB97M-V/def2-TZVPD",
  "species": ["C", "C", "C", "C", "C", "H", "H", "H", "N", "P", "P", "C", "H", "H", "C", "O", "C", "H", "C", "C", "C", "C", "C", "H", "H", "H", "C", "H", "H", "H", "C", "H", "H", "H", "C", "H", "H", "H", "C", "H", "H", "H", "C", "H", "H", "H", "C", "H", "H", "H", "C", "H", "H", "H", "C", "H", "H", "H", "C", "H", "H", "H", "C", "H", "H", "H", "C", "H", "H", "H", "Be", "N", "C", "C", "C", "C", "C", "H", "H", "H", "H", "H", "H", "H", "H", "H", "N", "C", "N", "S", "H", "H", "H", "H"],
  "xyz": [[2.293, -1.169, -0.871], [1.797, 0.950, -1.805], [3.387, -1.268, -1.729], [2.651, 0.670, -2.886], [3.520, -0.398, -2.822], [4.056, -2.123, -1.632], [2.662, 1.368, -3.719], [4.280, -0.560, -3.589], [1.467, -0.087, -0.919], [0.414, -2.442, 0.816], [0.460, 2.615, -0.097], [2.095, -2.339, 0.104], [2.360, -3.300, -0.383], [2.837, -2.237, 0.916], [-0.589, -0.144, 1.561], [-1.678, -0.570, 2.004], [1.326, 2.295, -1.615], [1.138, 2.888, -2.500], [-1.447, 3.361, -0.028], [1.847, 3.847, 0.445], [-0.503, -3.663, -0.337], [0.813, -3.326, 2.446], [-2.462, 2.371, 0.577], [-2.240, 2.105, 1.616], [-3.459, 2.848, 0.554], [-2.539, 1.440, 0.004], [-1.507, 4.648, 0.791], [-1.241, 4.473, 1.843], [-0.876, 5.442, 0.372], [-2.545, 5.023, 0.772], [-1.853, 3.596, -1.469], [-2.817, 4.130, -1.501], [-1.114, 4.157, -2.054], [-2.010, 2.617, -1.924], [1.632, 4.438, 1.841], [1.482, 3.651, 2.594], [2.538, 5.001, 2.117], [0.799, 5.148, 1.878], [3.177, 3.065, 0.450], [3.106, 2.142, 1.046], [3.501, 2.805, -0.564], [3.955, 3.710, 0.887], [1.868, 4.961, -0.620], [1.864, 4.550, -1.639], [1.000, 5.631, -0.519], [2.796, 5.544, -0.521], [-0.537, -3.654, 3.107], [-0.347, -3.966, 4.146], [-1.202, -2.778, 3.129], [-1.058, -4.485, 2.610], [1.611, -2.362, 3.341], [2.609, -2.150, 2.933], [1.083, -1.412, 3.492], [1.747, -2.842, 4.324], [1.681, -4.590, 2.317], [2.616, -4.397, 1.773], [1.948, -4.908, 3.338], [1.167, -5.436, 1.854], [-0.148, -3.330, -1.794], [0.893, -3.587, -2.035], [-0.807, -3.907, -2.462], [-0.311, -2.273, -2.016], [-2.005, -3.440, -0.091], [-2.301, -2.405, -0.292], [-2.567, -4.101, -0.768], [-2.294, -3.702, 0.936], [-0.186, -5.147, -0.114], [0.881, -5.374, -0.243], [-0.539, -5.521, 0.855], [-0.730, -5.724, -0.879], [-0.139, -0.070, -0.240], [-1.582, -0.442, -1.149], [-2.427, -0.645, -1.997], [-2.605, -0.178, -3.521], [-1.639, 0.963, -3.845], [-2.160, -1.326, -4.406], [-4.014, 0.309, -3.797], [-1.974, 1.879, -3.356], [-0.631, 0.712, -3.525], [-1.623, 1.169, -4.919], [-2.628, -2.287, -4.154], [-2.389, -1.085, -5.448], [-1.062, -1.411, -4.331], [-4.111, 0.553, -4.867], [-4.760, -0.441, -3.542], [-4.201, 1.215, -3.211], [-1.256, 0.060, 4.798], [-0.092, 0.619, 4.470], [0.728, 1.030, 5.441], [0.387, 0.937, 2.779], [-1.515, -0.066, 5.785], [-1.890, -0.267, 4.076], [1.620, 1.464, 5.185], [0.518, 0.933, 6.423]],
  "lowdin_charge": [-0.30, -0.36, -0.07, -0.06, -0.06, 0.11, 0.12, 0.12, 0.04, 1.15, 1.09, -0.26, 0.09, 0.09, -0.66, -0.18, -0.32, 0.06, -0.63, -0.68, -0.65, -0.66, -0.11, 0.06, 0.10, 0.04, -0.11, 0.08, 0.07, 0.09, -0.12, 0.10, 0.09, 0.03, -0.11, 0.04, 0.08, 0.06, -0.10, 0.07, 0.07, 0.09, -0.10, 0.06, 0.07, 0.09, -0.09, 0.09, 0.06, 0.07, -0.10, 0.08, 0.01, 0.10, -0.08, 0.08, 0.09, 0.06, -0.09, 0.09, 0.10, 0.04, -0.10, 0.03, 0.09, 0.08, -0.09, 0.08, 0.07, 0.09, 0.06, 0.23, 0.12, -0.54, -0.04, -0.05, -0.04, 0.05, 0.08, 0.11, 0.10, 0.10, 0.10, 0.11, 0.09, 0.09, 0.16, -0.66, 0.13, 0.91, 0.14, 0.10, 0.13, 0.13],
  "total_charge": 1,
  "e_homo_ev": -8.60,
  "de_lowest_kcal_mol": 42.9
}

[2]
{
  "formula": "C30H55BrN10",
  "method": "ωB97M-V/def2-TZVPD",
  "species": ["C", "C", "N", "C", "C", "N", "C", "C", "H", "H", "H", "H", "H", "H", "H", "H", "H", "H", "H", "C", "C", "N", "C", "C", "N", "C", "C", "H", "H", "H", "H", "H", "H", "H", "H", "H", "H", "H", "C", "C", "N", "C", "C", "N", "C", "C", "H", "H", "H", "H", "H", "H", "H", "H", "H", "H", "H", "C", "C", "N", "C", "C", "N", "C", "C", "H", "H", "H", "H", "H", "H", "H", "H", "H", "H", "H", "C", "C", "N", "C", "C", "N", "C", "C", "H", "H", "H", "H", "H", "H", "H", "H", "H", "H", "H", "Br"],
  "xyz": [[4.593, 1.281, 20.363], [3.291, 1.807, 20.903], [3.232, 3.297, 21.004], [4.056, 4.221, 21.652], [3.700, 5.533, 21.262], [2.618, 5.398, 20.384], [2.398, 4.058, 20.256], [1.851, 6.468, 19.786], [4.724, 1.442, 19.293], [4.545, 0.192, 20.364], [5.376, 1.425, 21.107], [3.031, 1.347, 21.856], [2.566, 1.461, 20.166], [4.743, 3.966, 22.445], [3.978, 6.484, 21.693], [1.759, 3.706, 19.459], [0.846, 6.086, 19.608], [2.341, 6.771, 18.861], [1.788, 7.300, 20.488], [-0.071, 10.359, 30.960], [0.342, 9.916, 29.536], [0.100, 10.969, 28.569], [0.245, 12.333, 28.697], [-0.030, 12.933, 27.439], [-0.148, 11.887, 26.502], [-0.110, 10.726, 27.252], [-0.178, 12.049, 25.028], [0.382, 9.728, 31.725], [-1.154, 10.288, 31.062], [0.186, 11.400, 31.156], [-0.217, 9.039, 29.209], [1.417, 9.748, 29.474], [0.473, 12.754, 29.665], [-0.053, 13.986, 27.199], [-0.269, 9.777, 26.761], [0.091, 13.076, 24.781], [-1.181, 11.825, 24.668], [0.362, 11.217, 24.577], [7.006, 15.780, 21.323], [6.556, 16.358, 19.917], [5.286, 17.108, 20.155], [5.080, 18.283, 20.859], [3.733, 18.531, 21.006], [3.081, 17.519, 20.366], [4.049, 16.663, 19.872], [1.672, 17.323, 20.334], [6.277, 15.199, 21.887], [7.168, 16.618, 22.001], [7.941, 15.259, 21.119], [6.355, 15.567, 19.194], [7.366, 17.010, 19.591], [5.949, 18.839, 21.180], [3.212, 19.327, 21.518], [3.745, 15.784, 19.325], [1.208, 18.281, 20.101], [1.244, 16.942, 21.261], [1.383, 16.616, 19.556], [-1.166, 11.457, 17.870], [-1.000, 12.211, 16.571], [-0.512, 11.355, 15.503], [-1.335, 10.701, 14.676], [-0.508, 9.980, 13.839], [0.829, 10.301, 14.049], [0.803, 11.147, 15.126], [2.113, 9.848, 13.402], [-1.661, 10.488, 17.796], [-1.597, 12.006, 18.707], [-0.171, 11.262, 18.271], [-0.275, 13.004, 16.752], [-1.912, 12.652, 16.169], [-2.415, 10.676, 14.679], [-0.669, 9.212, 13.097], [1.684, 11.486, 15.651], [2.109, 8.766, 13.536], [2.965, 10.440, 13.737], [1.983, 9.938, 12.324], [7.190, 9.176, 16.539], [8.027, 9.520, 17.810], [8.976, 10.638, 17.602], [10.103, 10.859, 18.432], [10.708, 12.051, 18.050], [9.962, 12.536, 16.967], [9.015, 11.629, 16.639], [10.172, 13.834, 16.310], [6.737, 8.186, 16.580], [7.901, 9.258, 15.717], [6.355, 9.857, 16.371], [8.621, 8.632, 18.027], [7.349, 9.839, 18.603], [10.185, 10.333, 19.371], [11.603, 12.521, 18.430], [8.322, 11.830, 15.836], [10.979, 13.972, 15.590], [10.193, 14.545, 17.136], [9.229, 14.007, 15.791], [3.775, 11.593, 20.577]],
  "lowdin_charge": [-0.07, -0.16, -0.01, 0.02, 0.03, -0.10, -0.01, 0.01, 0.09, 0.09, 0.09, 0.14, 0.13, 0.14, 0.14, 0.17, 0.10, 0.10, 0.11, -0.04, -0.15, -0.06, 0.02, 0.03, -0.08, 0.01, 0.03, 0.09, 0.09, 0.06, 0.13, 0.14, 0.13, 0.13, 0.16, 0.10, 0.10, 0.10, -0.05, -0.11, -0.04, 0.00, 0.01, -0.10, 0.02, 0.00, 0.08, 0.07, 0.08, 0.12, 0.13, 0.14, 0.15, 0.16, 0.11, 0.11, 0.10, -0.06, -0.17, -0.07, 0.00, 0.01, -0.07, 0.03, 0.05, 0.08, 0.09, 0.08, 0.13, 0.14, 0.16, 0.14, 0.16, 0.10, 0.10, 0.10, -0.06, -0.14, -0.04, 0.02, 0.02, -0.10, 0.01, 0.03, 0.08, 0.08, 0.07, 0.13, 0.13, 0.14, 0.14, 0.16, 0.11, 0.11, 0.09, -0.97],
  "total_charge": 4,
  "e_homo_ev": -13.81,
  "de_lowest_kcal_mol": 65.7
}